{
  "formula": "C64H80O26S7",
  "method": "the ωB97M-V functional and the def2-TZVPD basis",
  "homo_lumo_gap_ev": 8.0310,
  "homo_ev": -10.1,
  "symbols": ["C", "C", "C", "O", "C", "C", "C", "O", "H", "H", "H", "H", "C", "C", "C", "O", "C", "C", "C", "O", "H", "H", "H", "H", "C", "C", "C", "O", "C", "C", "C", "O", "H", "H", "H", "H", "C", "C", "C", "O", "C", "C", "C", "O", "H", "H", "H", "H", "C", "C", "C", "O", "C", "C", "C", "O", "H", "H", "H", "H", "C", "C", "C", "O", "C", "C", "C", "O", "H", "H", "H", "H", "C", "C", "C", "S", "O", "O", "C", "H", "H", "H", "H", "H", "H", "H", "H", "C", "C", "C", "S", "O", "O", "C", "H", "H", "H", "H", "H", "H", "H", "H", "C", "C", "C", "S", "O", "O", "C", "H", "H", "H", "H", "H", "H", "H", "H", "C", "C", "C", "S", "O", "O", "C", "H", "H", "H", "H", "H", "H", "H", "H", "C", "C", "C", "S", "O", "O", "C", "H", "H", "H", "H", "H", "H", "H", "H", "C", "C", "C", "S", "O", "O", "C", "H", "H", "H", "H", "H", "H", "H", "H", "C", "C", "C", "S", "O", "O", "C", "H", "H", "H", "H", "H", "H", "H", "H"],
  "xyz": [[1.255, -3.278, -4.518], [0.210, -4.079, -4.344], [-0.123, -5.171, -5.310], [-1.095, -5.837, -5.102], [0.847, -5.364, -6.427], [1.926, -4.679, -6.564], [2.291, -3.551, -5.590], [3.318, -2.929, -5.657], [1.504, -2.545, -3.799], [-0.436, -3.841, -3.497], [0.605, -6.211, -7.093], [2.505, -4.805, -7.396], [-5.408, 3.200, 1.529], [-4.133, 3.505, 1.806], [-3.397, 2.867, 2.932], [-2.209, 3.144, 3.087], [-4.104, 1.848, 3.808], [-5.375, 1.561, 3.523], [-6.137, 2.299, 2.443], [-7.357, 2.173, 2.267], [-6.061, 3.706, 0.701], [-3.480, 4.167, 1.174], [-3.482, 1.366, 4.579], [-5.833, 0.787, 4.148], [-1.523, -5.759, 0.539], [-2.678, -5.306, 1.096], [-3.820, -4.980, 0.248], [-4.873, -4.584, 0.673], [-3.705, -5.249, -1.235], [-2.510, -5.625, -1.821], [-1.380, -5.920, -0.973], [-0.285, -6.227, -1.348], [-0.524, -5.888, 1.035], [-2.741, -5.112, 2.128], [-4.606, -5.115, -1.855], [-2.434, -5.781, -2.881], [2.853, 0.701, -3.954], [1.935, 1.186, -4.761], [1.564, 2.641, -4.570], [0.825, 3.205, -5.360], [2.209, 3.319, -3.449], [3.061, 2.786, -2.601], [3.515, 1.383, -2.820], [4.405, 0.812, -2.227], [3.121, -0.397, -4.140], [1.388, 0.689, -5.505], [1.912, 4.352, -3.431], [3.570, 3.237, -1.765], [-3.956, 0.167, -4.092], [-5.049, 0.901, -4.283], [-4.973, 2.075, -5.064], [-5.951, 2.688, -5.462], [-3.583, 2.572, -5.442], [-2.501, 1.753, -5.348], [-2.569, 0.456, -4.587], [-1.627, -0.245, -4.299], [-3.964, -0.739, -3.418], [-5.959, 0.530, -3.912], [-3.559, 3.513, -5.979], [-1.510, 1.988, -5.723], [5.617, -2.279, -2.362], [6.266, -3.114, -3.132], [5.917, -4.530, -3.257], [6.688, -5.302, -3.833], [4.685, -4.975, -2.595], [4.005, -4.212, -1.738], [4.459, -2.827, -1.535], [4.002, -2.189, -0.600], [5.950, -1.237, -2.355], [7.147, -2.753, -3.618], [4.356, -5.990, -2.967], [3.119, -4.507, -1.185], [0.969, -0.395, 0.801], [-0.329, -0.374, 1.614], [-1.127, -1.520, 0.988], [-0.554, -1.674, -0.783], [-1.709, -1.375, -1.623], [0.162, -2.924, -1.000], [0.708, -0.332, -0.664], [1.509, -1.296, 1.070], [1.486, 0.527, 1.112], [-0.770, 0.597, 1.496], [-0.186, -0.537, 2.661], [-2.209, -1.596, 1.077], [-0.824, -2.422, 1.378], [0.301, 0.666, -0.907], [1.473, -0.672, -1.315], [1.122, 6.360, 2.331], [-0.217, 5.573, 1.969], [0.275, 4.299, 1.131], [2.084, 4.437, 1.000], [2.471, 5.238, -0.152], [2.665, 3.109, 1.009], [2.296, 5.406, 2.499], [1.010, 6.947, 3.251], [1.431, 7.099, 1.579], [-0.902, 6.224, 1.437], [-0.641, 5.199, 2.896], [-0.148, 4.068, 0.132], [0.066, 3.471, 1.779], [3.255, 5.912, 2.178], [2.307, 4.804, 3.431], [-6.642, -1.254, 1.575], [-5.159, -1.367, 1.297], [-4.902, -1.381, -0.215], [-6.157, -0.241, -0.891], [-6.725, -0.836, -2.089], [-5.604, 1.068, -1.026], [-7.253, -0.400, 0.451], [-7.048, -0.789, 2.533], [-7.157, -2.219, 1.472], [-4.739, -2.315, 1.602], [-4.603, -0.582, 1.798], [-5.062, -2.440, -0.490], [-3.925, -1.096, -0.561], [-8.278, -0.535, 0.025], [-7.393, 0.667, 0.775], [3.122, -5.630, 3.194], [3.105, -5.117, 1.730], [2.148, -3.917, 1.656], [1.227, -3.894, 3.243], [0.087, -4.755, 3.105], [1.118, -2.509, 3.714], [2.606, -4.566, 4.077], [4.142, -5.859, 3.478], [2.439, -6.502, 3.280], [2.700, -5.910, 1.065], [4.114, -4.832, 1.390], [1.455, -4.030, 0.836], [2.695, -2.997, 1.578], [2.397, -4.935, 5.092], [3.324, -3.721, 4.109], [-2.133, 2.042, -1.031], [-0.991, 2.282, -2.094], [-1.342, 3.511, -2.877], [-2.692, 4.280, -2.082], [-3.493, 5.004, -3.016], [-2.189, 5.137, -1.036], [-3.373, 2.763, -1.515], [-1.901, 2.287, -0.009], [-2.481, 1.003, -1.040], [-0.726, 1.373, -2.679], [-0.124, 2.564, -1.437], [-1.622, 3.189, -3.877], [-0.608, 4.289, -2.907], [-3.826, 2.349, -2.432], [-4.093, 2.792, -0.748], [6.189, 3.074, 0.759], [6.273, 1.624, 1.026], [5.270, 1.395, 2.156], [5.609, 2.638, 3.391], [6.841, 2.289, 4.056], [4.463, 3.008, 4.162], [6.075, 3.841, 2.070], [5.318, 3.250, 0.074], [7.100, 3.487, 0.298], [7.229, 1.220, 1.219], [5.871, 1.095, 0.132], [5.193, 0.456, 2.644], [4.244, 1.627, 1.794], [7.065, 4.075, 2.384], [5.516, 4.730, 1.960], [1.689, 2.134, 5.211], [1.276, 0.722, 5.775], [0.262, 0.874, 6.885], [-0.428, 2.479, 6.757], [0.090, 3.299, 7.808], [-1.843, 2.328, 6.595], [0.336, 2.854, 5.210], [2.138, 2.075, 4.224], [2.422, 2.557, 5.890], [2.125, 0.169, 6.138], [0.913, 0.132, 4.938], [0.734, 0.675, 7.823], [-0.616, 0.195, 6.755], [0.465, 3.906, 5.124], [-0.351, 2.558, 4.406]],
  "forces_ev_per_a": [[0.9, -1.3, -1.0], [0.0, 0.8, 0.0], [1.1, 1.2, 1.1], [-0.9, -1.0, -0.5], [-2.9, -2.7, 0.1], [0.9, 2.9, 2.0], [-1.6, -0.7, 0.0], [0.5, 0.2, -0.1], [0.2, 0.9, 0.6], [-0.1, -0.5, -0.3], [0.1, 0.6, 0.2], [1.9, -0.3, -1.9], [-0.5, 1.4, -0.8], [0.5, 0.3, -0.9], [0.8, -0.1, 0.4], [-1.1, -0.5, 0.0], [0.8, 0.8, -0.9], [0.0, -0.1, 0.4], [-1.8, -0.5, -0.2], [1.8, -0.2, 0.8], [1.5, -1.2, 1.6], [-0.9, -0.5, 0.7], [-0.5, 0.3, -0.3], [-0.5, 0.4, -0.5], [-0.5, 0.8, -0.2], [2.3, -0.6, -1.2], [0.1, -1.2, -1.6], [-0.9, 0.7, 0.7], [2.1, -0.4, -1.2], [-3.2, 0.6, 0.9], [0.1, 0.6, 2.3], [1.1, -0.5, -1.1], [-1.5, 0.0, -0.1], [-0.2, 0.2, 1.2], [0.5, 0.1, 0.5], [0.2, -0.1, -0.3], [0.5, -3.6, -0.5], [-0.4, 2.7, 1.1], [0.1, -1.6, -1.3], [0.2, 0.0, 0.7], [-0.7, 1.5, -0.1], [1.2, -1.4, 0.7], [-0.3, 0.0, -1.1], [-0.2, 0.5, 0.4], [0.0, 1.6, 0.6], [-0.3, -0.9, -1.0], [0.1, 0.5, 0.5], [-0.3, 0.7, 0.1], [0.8, -2.0, 1.5], [1.2, -1.8, 0.3], [0.3, 2.6, -1.4], [0.5, -0.3, 0.2], [0.5, -1.6, -0.5], [-0.5, 0.2, 0.2], [-1.5, 1.2, -0.1], [0.1, 0.2, -0.5], [-0.3, 0.9, -0.9], [-1.2, -0.1, 0.5], [0.1, 0.0, 0.2], [-0.1, 0.3, -0.1], [-1.4, 0.3, 0.6], [0.7, -0.2, -0.4], [1.6, -0.6, -0.7], [-1.4, 0.7, 0.7], [-1.1, -1.9, -0.9], [0.4, -0.1, -0.8], [0.9, 1.2, 1.1], [-0.1, 0.1, -0.4], [-0.6, -0.3, 0.6], [0.4, -0.2, -0.6], [0.3, 1.0, 1.0], [0.0, -0.1, -0.2], [1.0, 1.1, 1.7], [-0.4, -0.8, -1.5], [-0.2, 1.0, -1.2], [-1.4, 0.8, 0.4], [0.8, -0.2, 0.2], [-0.3, 0.5, 0.2], [-2.1, -0.3, 0.2], [0.4, 0.1, 0.0], [0.6, -0.5, -0.2], [-0.7, 0.5, -0.2], [0.4, -0.2, 0.6], [-0.1, 0.7, -0.4], [1.1, -2.2, 1.2], [0.1, -0.8, -0.3], [1.0, 0.0, -0.5], [-0.5, 0.7, 0.4], [2.3, -0.3, -0.8], [-0.3, 1.2, 0.2], [-0.9, -0.9, -0.8], [-0.4, 0.1, 0.8], [0.1, -0.1, 0.5], [0.9, 0.2, -1.3], [-0.2, -0.2, -0.1], [-0.5, -0.3, -0.1], [-0.1, -0.2, -0.1], [-0.3, 0.1, -0.1], [0.2, 0.7, 0.6], [0.2, -0.8, 0.2], [-0.7, -0.4, 1.3], [0.3, 0.2, -0.8], [-2.5, 0.0, -0.3], [1.1, 0.1, 0.1], [-1.1, -0.2, 0.3], [0.6, -3.2, -1.5], [0.0, 0.3, 0.4], [0.4, 1.2, 0.5], [-1.7, 2.9, 0.3], [1.2, -0.7, -0.9], [0.5, -0.1, 0.3], [-0.1, -0.2, 0.7], [0.1, 0.3, 0.1], [-0.4, 0.8, -0.6], [0.5, 0.3, 0.0], [0.9, -1.0, 0.5], [0.4, -0.9, 0.0], [0.0, -1.2, -0.9], [-0.4, -0.4, -0.3], [-0.2, -0.5, 0.4], [1.4, 2.4, -1.2], [-0.3, -0.3, 0.5], [-0.8, -1.1, -0.4], [0.5, 0.3, 1.6], [0.0, -0.5, 0.1], [0.7, 0.2, 0.0], [0.6, 0.4, 0.3], [-0.5, -0.1, 0.1], [-0.3, 0.3, -0.2], [0.1, 0.5, 0.0], [-0.1, 0.4, -0.3], [-0.5, -0.3, 0.2], [-0.9, -1.8, -1.7], [1.2, -0.1, 2.7], [0.0, -0.6, -1.0], [-0.5, 1.7, -0.1], [-0.9, -0.3, -1.0], [0.5, -0.7, 1.2], [0.7, 0.4, -0.7], [0.3, 0.4, 0.3], [0.6, -0.2, 0.2], [-0.4, 0.8, 0.3], [-0.2, -0.5, -0.8], [-0.1, 0.7, 0.1], [0.7, 0.3, -0.2], [0.3, -0.2, 0.5], [-1.0, 0.6, 0.6], [0.0, 1.8, -0.9], [-2.0, -1.8, -0.6], [-1.2, 0.5, -0.1], [0.9, 0.3, -2.1], [-0.1, 0.0, 0.2], [-0.7, 0.2, 0.4], [0.3, -1.0, 0.5], [0.7, 0.1, 0.7], [-0.4, -0.4, -0.4], [1.1, -0.2, 0.5], [0.4, 0.1, 0.5], [0.4, -1.0, 0.3], [0.6, 0.0, 0.1], [0.8, 0.5, 0.4], [-0.9, 0.8, 0.4], [-1.1, -1.3, 0.9], [0.9, 0.2, -1.3], [-0.9, -1.6, -0.7], [0.1, -0.3, 0.2], [0.2, 0.7, 0.3], [-0.9, 0.3, -0.2], [0.6, 0.2, -0.8], [0.0, 0.0, 0.0], [-0.1, 0.5, 0.0], [0.5, -0.1, 0.1], [-0.4, -0.1, 0.0], [0.0, 0.3, 0.8], [0.8, 0.4, 0.2], [-0.1, 1.1, 0.1], [0.2, -0.2, 0.3]],
  "mulliken_charge": [-0.08, 0.42, 0.10, -0.54, -0.49, -0.84, 0.13, -0.54, 0.65, 0.25, 0.38, 0.57, -0.11, 0.13, 0.07, -0.31, -0.51, -0.48, 0.32, -0.68, 0.28, 0.32, 0.50, 0.42, -0.03, -0.66, 0.61, -0.63, -0.33, -0.46, 0.18, -0.60, 0.30, 0.64, 0.45, 0.61, -0.05, -0.49, 0.51, -0.63, -0.46, 0.00, 0.20, -0.52, 0.28, 0.58, 0.34, 0.22, -0.24, -0.38, 0.32, -0.60, -0.17, -0.48, 0.31, -0.40, 0.18, 0.71, 0.40, 0.58, -0.46, -0.32, 0.02, -0.59, -0.47, -0.20, 0.53, -0.43, 0.40, 0.48, 0.37, 0.60, 1.04, 0.48, -0.25, 0.53, -0.37, 0.05, 0.04, -1.39, 0.21, -0.34, 0.25, -0.24, 0.00, -0.59, 0.38, -1.22, -0.50, 0.56, 0.75, -0.76, 0.04, -0.41, 0.49, 0.33, 0.37, 0.23, -0.51, -0.07, 0.40, 0.16, -0.67, -0.17, 0.38, 1.02, -0.80, -0.51, -0.76, 0.25, 0.32, 0.44, 0.00, 0.16, -0.52, 0.48, 0.18, -0.79, -0.54, 0.24, 0.80, -0.62, -0.46, -0.64, 0.38, 0.30, 0.25, 0.32, -0.44, 0.44, 0.45, 0.32, 1.70, 0.57, -1.05, 1.22, -0.82, -0.63, 0.00, -0.33, -0.27, 0.20, -0.04, -0.51, 0.82, -0.69, 0.05, 0.35, -0.36, -0.01, 0.97, -0.72, -0.50, -1.09, -0.58, 0.45, 0.47, -0.19, 0.80, -0.50, 0.60, 0.35, -0.17, -0.42, -0.81, 1.20, -0.73, -0.64, -0.18, -0.16, 0.36, 0.61, -0.17, 0.41, 0.39, 0.59, -0.23]
}